Entry 1:
{"formula": "C42H43AsF5N2OSV", "method": "wB97M-V/def2-TZVPD", "elements": ["V", "C", "C", "C", "C", "C", "C", "H", "H", "H", "H", "H", "H", "C", "C", "N", "C", "C", "C", "S", "N", "C", "O", "C", "C", "C", "C", "C", "C", "H", "H", "H", "H", "H", "H", "H", "H", "H", "H", "H", "H", "H", "H", "H", "C", "C", "C", "C", "C", "C", "As", "C", "C", "C", "C", "C", "C", "C", "C", "C", "C", "C", "C", "H", "H", "H", "H", "H", "H", "H", "H", "H", "H", "H", "H", "H", "F", "C", "F", "C", "F", "F", "F", "C", "C", "C", "C", "H", "H", "H", "H", "H", "H", "H", "H", "H"], "positions_angstrom": [[-0.920, -0.358, 0.863], [-3.202, -3.659, 1.925], [-3.643, -3.273, 0.666], [-2.793, -3.379, -0.425], [-1.497, -3.860, -0.256], [-1.046, -4.216, 1.008], [-1.902, -4.118, 2.099], [-3.856, -3.566, 2.780], [-4.646, -2.879, 0.539], [-3.139, -3.109, -1.414], [-0.850, -3.983, -1.114], [-0.029, -4.565, 1.143], [-1.554, -4.376, 3.089], [4.344, 2.752, 1.339], [4.492, 1.525, 2.235], [3.795, 0.324, 1.752], [4.621, -0.677, 1.085], [4.990, -0.290, -0.342], [2.436, 0.232, 1.847], [1.652, -1.204, 1.266], [1.897, 1.303, 2.448], [0.597, 1.499, 2.566], [-0.272, 0.858, 1.909], [0.128, 2.577, 3.475], [-1.214, 2.696, 3.807], [-1.635, 3.739, 4.627], [-0.719, 4.658, 5.124], [0.631, 4.519, 4.819], [1.050, 3.477, 3.998], [4.893, 3.599, 1.765], [3.292, 3.029, 1.260], [4.736, 2.560, 0.336], [4.121, 1.760, 3.228], [5.545, 1.256, 2.320], [4.081, -1.615, 1.084], [5.520, -0.815, 1.685], [4.091, -0.029, -0.908], [5.484, -1.126, -0.850], [5.672, 0.566, -0.366], [-1.904, 1.935, 3.469], [-2.684, 3.824, 4.884], [-1.052, 5.475, 5.755], [1.356, 5.216, 5.221], [2.098, 3.351, 3.749], [1.446, 3.117, -3.166], [0.514, 2.444, -3.947], [0.007, 1.215, -3.533], [0.417, 0.663, -2.325], [1.348, 1.342, -1.539], [1.865, 2.561, -1.960], [-0.263, -1.051, -1.632], [1.154, -2.119, -2.462], [2.442, -2.352, -1.997], [3.311, -3.127, -2.758], [2.891, -3.662, -3.971], [1.593, -3.437, -4.421], [0.720, -2.674, -3.657], [-0.712, -2.389, -4.006], [-1.386, -2.902, -5.109], [-2.723, -2.582, -5.320], [-3.394, -1.753, -4.429], [-2.728, -1.249, -3.317], [-1.388, -1.561, -3.123], [1.840, 4.074, -3.490], [0.173, 2.877, -4.881], [-0.717, 0.703, -4.151], [1.654, 0.925, -0.589], [2.587, 3.078, -1.338], [2.754, -1.942, -1.044], [4.316, -3.316, -2.400], [3.570, -4.261, -4.564], [1.271, -3.857, -5.367], [-0.873, -3.560, -5.803], [-3.245, -2.991, -6.177], [-4.436, -1.504, -4.591], [-3.254, -0.623, -2.613], [-0.827, -1.458, 3.441], [-1.914, -0.657, 3.920], [-2.858, -0.832, 2.843], [-2.488, -1.471, 5.052], [-2.709, -2.796, 4.823], [-1.667, -1.438, 6.116], [-3.678, -0.969, 5.432], [-3.297, 2.297, -1.841], [-2.413, 2.031, -0.622], [-2.680, 3.085, 0.441], [-2.594, 0.607, -0.020], [-3.208, 3.337, -2.193], [-4.350, 2.108, -1.588], [-3.028, 1.648, -2.682], [-1.382, 2.169, -0.952], [-3.726, 3.033, 0.774], [-2.493, 4.098, 0.058], [-2.044, 2.935, 1.317], [-2.935, -0.066, -0.828], [-3.427, 0.622, 0.698]], "energy_ev": -160229.3641, "e_homo_ev": [-3.75, -3.88], "gap_ha": [0.22512, 0.22981], "s2": 3.768, "total_charge": -1, "e_lumo_ev": [2.37, 2.37], "spin_multiplicity": 4}

---

Entry 2:
{"formula": "C42H43FN6O3PbSSb", "method": "wB97M-V/def2-TZVPD", "elements": ["Pb", "O", "C", "O", "C", "C", "C", "N", "C", "C", "C", "C", "C", "C", "C", "N", "C", "C", "C", "C", "C", "N", "H", "H", "H", "H", "H", "H", "H", "H", "H", "H", "C", "C", "N", "C", "C", "C", "S", "N", "C", "O", "C", "C", "C", "C", "C", "C", "H", "H", "H", "H", "H", "H", "H", "H", "H", "H", "H", "H", "H", "H", "H", "C", "Sb", "C", "C", "H", "H", "H", "H", "H", "H", "H", "H", "H", "C", "C", "C", "N", "C", "C", "H", "H", "H", "H", "H", "F", "C", "C", "C", "C", "C", "C", "H", "H", "H", "H"], "positions_angstrom": [[0.010, 0.003, -0.287], [-4.535, 4.950, 2.099], [-4.603, 4.537, 0.934], [-5.414, 4.670, 0.012], [-3.382, 3.646, 0.545], [-2.303, 3.517, 1.407], [-1.241, 2.713, 1.044], [-1.252, 2.017, -0.093], [-2.217, 2.237, -1.003], [-3.301, 3.048, -0.703], [-2.001, 1.762, -2.394], [-3.034, 1.725, -3.321], [-2.719, 1.566, -4.659], [-1.386, 1.488, -5.029], [-0.428, 1.454, -4.032], [-0.728, 1.540, -2.732], [0.075, 2.731, 1.748], [0.272, 3.415, 2.943], [1.568, 3.649, 3.372], [2.629, 3.179, 2.612], [2.342, 2.429, 1.484], [1.099, 2.201, 1.062], [-2.323, 4.099, 2.318], [-4.084, 3.266, -1.418], [-4.060, 1.845, -3.004], [-3.503, 1.534, -5.404], [-1.093, 1.440, -6.069], [0.619, 1.358, -4.275], [-0.565, 3.791, 3.513], [1.746, 4.210, 4.280], [3.654, 3.391, 2.885], [3.137, 2.002, 0.882], [2.399, -5.693, -3.093], [3.068, -4.422, -3.596], [2.208, -3.232, -3.491], [1.487, -2.815, -4.700], [0.051, -3.321, -4.750], [2.146, -2.565, -2.330], [1.160, -1.113, -2.401], [2.834, -3.080, -1.335], [2.871, -2.728, -0.054], [2.118, -1.893, 0.510], [3.904, -3.481, 0.734], [4.173, -3.141, 2.053], [5.119, -3.831, 2.793], [5.810, -4.886, 2.214], [5.551, -5.237, 0.896], [4.607, -4.539, 0.160], [3.039, -6.551, -3.300], [1.441, -5.861, -3.585], [2.234, -5.637, -2.017], [3.340, -4.521, -4.646], [3.975, -4.227, -3.030], [2.052, -3.197, -5.549], [1.504, -1.728, -4.768], [0.015, -4.409, -4.796], [-0.447, -2.928, -5.637], [-0.507, -2.988, -3.874], [3.639, -2.318, 2.495], [5.322, -3.547, 3.817], [6.549, -5.431, 2.786], [6.087, -6.058, 0.440], [4.402, -4.816, -0.863], [2.781, -0.251, 3.538], [0.879, -0.801, 2.706], [-0.146, 0.011, 4.398], [0.766, -2.846, 3.265], [3.046, -1.045, 4.236], [2.617, 0.681, 4.077], [3.567, -0.126, 2.798], [0.376, -0.416, 5.256], [-1.193, -0.266, 4.425], [-0.045, 1.097, 4.410], [1.307, -2.930, 4.207], [1.220, -3.473, 2.506], [-0.276, -3.118, 3.413], [-4.426, -1.652, 3.257], [-3.588, -2.619, 2.725], [-2.403, -2.216, 2.135], [-2.013, -0.940, 2.064], [-2.837, -0.018, 2.573], [-4.049, -0.322, 3.169], [-5.361, -1.929, 3.727], [-3.848, -3.669, 2.759], [-1.742, -2.943, 1.676], [-2.513, 1.015, 2.493], [-4.676, 0.470, 3.556], [-4.940, -3.768, -1.536], [-3.924, -2.933, -1.282], [-4.209, -1.635, -0.895], [-3.156, -0.774, -0.624], [-1.858, -1.232, -0.764], [-1.581, -2.530, -1.144], [-2.632, -3.403, -1.408], [-5.237, -1.311, -0.800], [-3.382, 0.224, -0.279], [-0.561, -2.885, -1.242], [-2.456, -4.426, -1.710]], "energy_ev": -84664.9691, "e_homo_ev": -9.98, "gap_ha": 0.15670, "total_charge": 1, "e_lumo_ev": -5.72, "de_lowest_kj_mol": 352.1}

---

Entry 3:
{"formula": "C42H45F3N6O8PSSc", "method": "wB97M-V/def2-TZVPD", "elements": ["Sc", "C", "N", "C", "C", "N", "C", "S", "C", "C", "C", "C", "C", "N", "H", "H", "H", "H", "H", "H", "H", "H", "H", "C", "O", "H", "H", "H", "H", "C", "C", "C", "C", "C", "C", "C", "C", "C", "C", "H", "H", "H", "H", "H", "H", "H", "C", "C", "C", "C", "O", "P", "O", "O", "O", "C", "C", "C", "C", "H", "H", "H", "H", "H", "H", "H", "H", "H", "H", "H", "H", "H", "H", "H", "H", "H", "H", "F", "C", "F", "F", "C", "C", "C", "C", "C", "C", "C", "C", "H", "H", "H", "H", "O", "C", "O", "H", "N", "C", "O", "C", "C", "N", "C", "N", "H", "H"], "positions_angstrom": [[-0.182, -0.190, -0.208], [-2.966, 0.895, 5.003], [-1.523, 0.918, 5.014], [-0.709, 0.443, 6.027], [0.555, 0.538, 5.601], [0.532, 1.074, 4.316], [-0.779, 1.326, 3.941], [-1.453, 1.929, 2.544], [1.692, 1.211, 3.506], [2.800, 0.406, 3.756], [3.860, 0.491, 2.873], [3.781, 1.357, 1.793], [2.643, 2.135, 1.666], [1.626, 2.083, 2.522], [-3.313, 0.703, 6.018], [-3.326, 0.115, 4.328], [-3.344, 1.853, 4.648], [-1.105, 0.036, 6.940], [1.462, 0.226, 6.082], [2.801, -0.343, 4.534], [4.710, -0.168, 2.998], [4.561, 1.408, 1.045], [2.522, 2.814, 0.830], [0.417, -4.258, -0.826], [1.127, -3.391, -1.691], [-0.240, -4.940, -1.380], [-0.189, -3.708, -0.099], [1.147, -4.855, -0.276], [0.517, -2.697, -1.985], [-5.161, -3.676, -0.528], [-4.288, -3.023, -1.422], [-3.162, -2.399, -0.958], [-2.823, -2.371, 0.421], [-1.652, -1.670, 0.890], [-1.462, -1.729, 2.258], [-2.320, -2.405, 3.159], [-3.430, -3.047, 2.699], [-3.711, -3.041, 1.311], [-4.870, -3.686, 0.807], [-6.055, -4.166, -0.898], [-4.510, -3.011, -2.483], [-2.485, -1.909, -1.644], [-0.605, -1.238, 2.697], [-2.067, -2.420, 4.214], [-4.102, -3.573, 3.371], [-5.526, -4.188, 1.512], [-5.908, 2.445, -0.340], [-4.612, 1.650, -0.421], [-4.590, 0.812, -1.691], [-4.441, 0.784, 0.817], [-3.577, 2.670, -0.424], [-2.088, 2.569, -1.000], [-1.338, 3.765, -0.587], [-1.553, 1.174, -0.645], [-2.291, 2.455, -2.587], [-2.054, 3.501, -3.555], [-2.911, 4.719, -3.226], [-0.570, 3.846, -3.596], [-2.479, 2.870, -4.873], [-6.764, 1.768, -0.288], [-6.016, 3.085, -1.219], [-5.901, 3.073, 0.552], [-5.381, 0.060, -1.630], [-3.642, 0.290, -1.799], [-4.751, 1.434, -2.573], [-5.228, 0.025, 0.858], [-4.487, 1.403, 1.715], [-3.478, 0.278, 0.810], [-2.637, 5.116, -2.250], [-3.970, 4.448, -3.219], [-2.757, 5.496, -3.981], [-0.268, 4.324, -2.666], [-0.372, 4.521, -4.435], [0.007, 2.930, -3.727], [-3.533, 2.584, -4.831], [-1.875, 1.980, -5.052], [-2.338, 3.575, -5.696], [8.574, 1.259, -4.511], [7.420, 1.082, -5.192], [7.322, 2.113, -6.061], [7.608, -0.026, -5.954], [6.235, 0.970, -4.298], [4.975, 1.322, -4.771], [3.864, 1.169, -3.964], [3.992, 0.662, -2.663], [5.268, 0.306, -2.205], [6.378, 0.456, -3.016], [2.842, 0.512, -1.837], [1.830, 0.432, -1.158], [4.863, 1.721, -5.772], [2.874, 1.432, -4.315], [5.369, -0.093, -1.204], [7.358, 0.180, -2.647], [-0.500, -1.160, -2.065], [-0.557, -0.636, -3.254], [-0.142, 0.444, -3.621], [-1.083, -1.292, -3.980], [2.974, -2.038, 0.318], [2.151, -1.852, 1.374], [1.207, -1.026, 1.303], [2.437, -2.593, 2.566], [1.674, -2.477, 3.744], [1.116, -2.423, 4.758], [3.563, -3.441, 2.600], [4.494, -4.131, 2.586], [3.518, -2.882, 0.276], [2.683, -1.617, -0.556]], "energy_ev": -118592.3565, "e_homo_ev": -2.91, "gap_ha": 0.25741, "total_charge": -2, "e_lumo_ev": 4.10, "de_lowest_kj_mol": 54.5}

---

Entry 4:
{"formula": "C42H45LiN4O4P2", "method": "wB97M-V/def2-TZVPD", "elements": ["Li", "C", "N", "P", "C", "C", "C", "C", "C", "C", "C", "C", "C", "C", "C", "C", "P", "C", "C", "C", "C", "C", "C", "C", "C", "C", "C", "C", "C", "H", "H", "H", "H", "H", "H", "H", "H", "H", "H", "H", "H", "H", "H", "H", "H", "H", "H", "H", "H", "H", "H", "H", "O", "C", "O", "C", "C", "C", "C", "O", "C", "O", "C", "C", "H", "H", "H", "H", "H", "C", "C", "C", "N", "C", "C", "H", "H", "H", "H", "H", "C", "C", "C", "C", "N", "N", "H", "H", "H", "H", "H", "H", "H", "H", "H", "H", "H", "H"], "positions_angstrom": [[-0.304, -0.080, 0.763], [2.661, 2.644, 0.901], [2.028, 2.042, -0.279], [2.241, 0.325, -0.487], [2.716, 0.223, -2.260], [3.377, 1.268, -2.903], [3.724, 1.162, -4.241], [3.409, 0.010, -4.955], [2.749, -1.034, -4.324], [2.400, -0.923, -2.983], [3.863, -0.053, 0.304], [5.051, -0.282, -0.390], [6.214, -0.625, 0.292], [6.212, -0.746, 1.673], [5.031, -0.540, 2.378], [3.870, -0.215, 1.695], [0.209, 2.260, -0.265], [0.177, 4.095, -0.326], [1.193, 4.852, -0.912], [1.140, 6.238, -0.894], [0.069, 6.888, -0.289], [-0.947, 6.143, 0.290], [-0.893, 4.755, 0.274], [-0.149, 1.820, -2.036], [-0.050, 2.729, -3.088], [-0.361, 2.355, -4.389], [-0.791, 1.066, -4.666], [-0.900, 0.150, -3.630], [-0.581, 0.525, -2.334], [3.746, 2.572, 0.826], [2.370, 2.181, 1.859], [2.399, 3.696, 0.963], [3.608, 2.169, -2.346], [4.237, 1.980, -4.733], [3.666, -0.067, -6.004], [2.489, -1.928, -4.879], [1.867, -1.732, -2.492], [5.076, -0.192, -1.467], [7.128, -0.797, -0.266], [7.120, -1.011, 2.199], [5.016, -0.639, 3.457], [2.945, -0.085, 2.244], [2.031, 4.347, -1.380], [1.937, 6.811, -1.352], [0.031, 7.970, -0.271], [-1.788, 6.644, 0.755], [-1.696, 4.167, 0.705], [0.261, 3.747, -2.903], [-0.272, 3.081, -5.189], [-1.046, 0.779, -5.679], [-1.237, -0.862, -3.828], [-0.687, -0.212, -1.548], [-2.508, 2.237, 0.041], [-2.844, 1.063, 0.281], [-2.074, 0.084, 0.571], [-4.319, 0.743, 0.171], [-5.252, 1.757, 0.312], [-6.628, 1.505, 0.252], [-7.007, 0.207, 0.027], [-8.275, -0.302, -0.079], [-8.126, -1.693, -0.365], [-6.731, -1.996, -0.352], [-6.081, -0.804, -0.132], [-4.735, -0.577, -0.055], [-4.890, 2.766, 0.462], [-7.361, 2.292, 0.369], [-8.541, -1.911, -1.350], [-8.635, -2.280, 0.400], [-4.016, -1.375, -0.174], [-0.230, -5.034, -0.059], [-1.376, -4.259, 0.027], [-1.241, -2.891, 0.209], [-0.051, -2.284, 0.299], [1.046, -3.040, 0.215], [1.006, -4.413, 0.039], [-0.298, -6.106, -0.197], [-2.362, -4.702, -0.046], [-2.103, -2.236, 0.292], [1.995, -2.516, 0.292], [1.927, -4.979, -0.021], [-0.587, 3.014, 4.411], [-0.123, 1.565, 4.500], [1.284, 1.506, 5.109], [-1.098, 0.753, 5.347], [-0.159, 1.068, 3.117], [0.349, -0.244, 2.878], [-0.686, 3.448, 5.406], [-1.551, 3.066, 3.901], [0.131, 3.616, 3.843], [1.306, 2.025, 6.070], [2.011, 1.987, 4.447], [1.605, 0.477, 5.295], [-1.220, 1.212, 6.330], [-0.737, -0.268, 5.503], [-2.071, 0.707, 4.854], [0.323, 1.711, 2.502], [-0.341, -0.897, 3.232], [1.209, -0.417, 3.390]], "energy_ev": -77219.2680, "e_homo_ev": -7.52, "gap_ha": 0.28746, "e_lumo_ev": 0.31}